# 1
ORCA calculation (ωB97M-V with the def2-TZVPD basis set) on a molecular structure, C13H28Cl24Hg2O2.

```
! RIJCOSX wB97M-V def2-TZVPD def2/J DEFGRID3
* xyz 0 1
Hg 1.21 1.61 -2.62
Hg 3.82 0.14 -0.03
C -1.62 2.81 -4.49
O -0.76 2.15 -3.62
H -1.85 2.23 -5.38
H -2.57 2.96 -3.97
H -1.29 3.79 -4.84
C 0.49 -0.16 0.05
O 1.61 0.19 -0.73
H -0.38 0.15 -0.53
H 0.52 -1.22 0.32
H 0.60 0.37 0.99
Cl 3.94 1.90 -2.23
Cl 4.25 -1.47 2.04
C -3.19 -2.58 1.32
Cl -3.34 -3.50 2.83
Cl -1.82 -3.23 0.38
H -4.13 -2.76 0.79
H -3.04 -1.53 1.56
C 1.07 -5.18 4.80
Cl 1.09 -4.03 6.17
Cl 1.02 -4.29 3.29
H 1.96 -5.81 4.75
H 0.21 -5.83 4.93
C 0.61 -1.61 -5.53
Cl -0.05 -0.61 -6.89
Cl 1.41 -0.65 -4.19
H -0.24 -2.14 -5.09
H 1.23 -2.38 -5.98
C -3.16 0.03 -2.54
Cl -1.92 -1.13 -3.09
Cl -4.32 -0.84 -1.50
H -2.67 0.76 -1.88
H -3.59 0.52 -3.41
C 0.82 5.15 -1.16
Cl 1.11 4.83 -2.89
Cl 0.73 3.56 -0.40
H 1.66 5.68 -0.71
H -0.10 5.71 -1.03
C 4.51 -3.14 -3.05
Cl 4.02 -2.45 -4.55
Cl 4.22 -1.99 -1.71
H 3.85 -3.99 -2.87
H 5.57 -3.37 -3.00
C -5.76 1.31 2.21
Cl -4.38 1.53 1.04
Cl -6.91 0.09 1.50
H -5.46 1.00 3.21
H -6.40 2.19 2.21
C 1.28 -4.12 -0.20
Cl 0.91 -3.53 -1.85
Cl 2.40 -5.42 -0.40
H 1.63 -3.35 0.49
H 0.41 -4.54 0.30
C 0.95 -0.79 3.73
Cl -0.81 -0.83 3.80
Cl 1.57 0.90 3.91
H 1.38 -1.48 4.46
H 1.17 -1.15 2.73
C 3.83 3.76 2.64
Cl 2.44 4.75 2.27
Cl 3.89 2.41 1.45
H 4.75 4.34 2.58
H 3.59 3.38 3.63
C -2.29 4.22 3.10
Cl -2.09 3.27 4.60
Cl -4.01 4.45 2.76
H -1.84 5.20 3.23
H -1.74 3.73 2.30
*
```

Summary:
**HOMO**: -8.53 eV
**Relative energy (zero: lowest compared OMol25 entry of this formula, charge and spin)**: 97.7 kJ/mol

***

# 2
ORCA calculation (ωB97M-V with the def2-TZVPD basis set) on a molecular structure, C13H28ClF7N11O12SSi2.

```
! RIJCOSX wB97M-V def2-TZVPD def2/J DEFGRID3
* xyz -1 1
C 0.59 3.81 3.75
C 0.60 2.19 3.48
Cl 1.04 1.42 5.09
C -0.86 1.82 2.93
Si -1.14 -0.01 2.47
O -1.91 -0.24 0.93
Si -3.29 0.80 0.74
C -4.12 1.37 2.37
O -4.84 0.53 3.03
O -3.98 2.68 2.90
N -2.19 -0.81 3.69
C -2.35 -2.26 3.46
O -3.24 -2.65 2.67
F -1.55 -3.28 4.08
C -1.83 -0.47 5.08
O -0.98 -1.03 5.80
F -2.60 0.59 5.68
S 0.74 -1.16 2.31
O 1.30 -1.52 3.67
O 0.31 -2.49 1.67
C 1.97 -0.41 1.13
F 1.40 0.77 0.50
F 2.17 -1.34 0.03
C 3.44 -0.15 1.74
F 4.08 0.83 0.89
F 3.46 0.39 3.04
F 4.29 -1.30 1.70
H 1.69 4.10 3.95
H -0.08 4.10 4.63
H 0.30 4.32 2.75
H 1.45 2.02 2.74
H -1.07 2.56 2.06
H -1.61 2.11 3.77
H -2.94 1.99 -0.05
H -4.34 0.10 -0.04
C -1.55 1.18 -3.10
O -2.36 1.65 -2.32
N -1.81 1.00 -4.41
N -0.31 0.78 -2.71
H -1.15 0.61 -5.06
H -2.72 1.28 -4.74
H -0.08 0.89 -1.73
H 0.37 0.39 -3.33
C 6.96 -1.83 4.68
O 7.95 -1.27 5.12
N 6.24 -1.33 3.65
N 6.48 -2.99 5.19
H 5.42 -1.77 3.28
H 6.55 -0.46 3.24
H 6.99 -3.40 5.96
H 5.67 -3.46 4.84
C 2.19 2.15 -5.10
O 1.67 1.04 -5.11
N 3.01 2.56 -4.10
N 1.99 3.06 -6.08
H 3.45 3.46 -4.07
H 3.19 1.90 -3.35
H 1.39 2.80 -6.84
H 2.41 3.98 -6.08
C -0.26 -4.68 -2.22
O -0.82 -5.35 -3.07
N 0.62 -3.70 -2.53
N -0.47 -4.84 -0.89
H 1.09 -3.13 -1.85
H 0.81 -3.54 -3.51
H -1.13 -5.56 -0.62
H -0.02 -4.29 -0.18
C -5.33 0.77 -5.87
O -4.42 1.56 -5.68
N -5.24 -0.23 -6.78
N -6.50 0.82 -5.20
H -5.98 -0.89 -6.95
H -4.39 -0.31 -7.31
H -6.59 1.56 -4.51
H -7.26 0.18 -5.34
*
```

Summary:
**HOMO**: -4.76 eV

***

| no. | DFT total energy (eV) |
| --- | --- |
| 1 | -326915.047 |
| 2 | -113036.794 |